Record 1
8
Properties=species:S:1:pos:R:3:forces:R:3:lowdin_charge:R:1 method="wB97M-V/def2-TZVPD" homo_lumo_gap_ha=0.3104 total_energy_ev=-16388.537 relative_energy_kcal_mol=17.1 total_charge=0 multiplicity=1
C -0.4038 -0.9164 -1.0614 -2.83 0.36 0.47 -0.8922
N -1.3927 0.5516 0.7085 0.48 0.10 0.03 -0.0591
N -1.9407 -0.1846 -0.0780 2.95 -0.25 -0.47 0.0277
N 0.6865 -0.3115 -0.6978 0.13 0.15 0.20 0.0518
S -0.8222 -2.0390 -2.1083 0.13 -0.32 -0.25 0.6130
H -1.9868 1.0509 1.3886 -0.67 -0.27 -0.30 0.0685
H 0.6261 0.3857 0.0338 -0.09 0.13 0.19 0.0756
H 1.5696 -0.5755 -1.1088 -0.10 0.10 0.12 0.1147

---

Record 2
52
Properties=species:S:1:pos:R:3:forces:R:3:lowdin_charge:R:1 method="wB97M-V/def2-TZVPD" homo_lumo_gap_ha=0.2458 total_energy_ev=-50356.663 relative_energy_kcal_mol=10.4 total_charge=+1 multiplicity=1
Au -0.1211 -0.4338 -0.0456 0.73 -0.26 1.20 1.3368
O -3.4391 -1.5785 2.2413 0.03 0.01 0.06 -0.2830
S -3.0541 -0.9600 1.0023 0.01 -0.12 -0.20 0.5793
O -2.7105 -1.8197 -0.1096 -0.13 0.11 0.12 -0.3296
N -1.7367 -0.0329 1.1767 0.08 -0.28 0.10 -0.2854
C -1.4992 0.8838 2.1917 -0.13 0.25 -0.22 -0.2708
C -2.3163 1.1970 3.2492 -0.03 -0.02 0.08 0.0107
C -1.9621 2.2318 4.1408 -0.01 -0.01 0.00 -0.0396
C -0.8146 2.9554 3.9872 0.02 -0.01 -0.04 -0.0229
C 0.0505 2.6634 2.9060 -0.01 -0.02 0.05 -0.1429
C 1.2693 3.3350 2.6746 0.00 0.02 0.04 0.0287
C 2.0688 2.9788 1.6237 0.02 -0.02 -0.03 -0.0202
C 1.6541 1.9495 0.7702 -0.07 0.02 0.09 -0.0861
N 0.5199 1.3066 0.9641 -0.33 0.43 -0.52 -0.0092
C -0.3009 1.6304 2.0186 0.11 -0.06 -0.04 -0.1461
C -4.3506 0.1252 0.5067 -0.04 0.04 0.08 -0.2838
C -5.6424 -0.3882 0.5373 0.00 0.03 0.03 -0.0485
C -6.6920 0.4124 0.1203 0.01 -0.01 0.00 -0.0562
C -6.4498 1.7115 -0.3079 0.00 0.00 0.00 -0.0620
C -5.1582 2.2157 -0.3232 0.00 0.01 0.00 -0.0633
C -4.0963 1.4206 0.0828 -0.01 -0.03 -0.03 -0.0613
H -3.2302 0.6401 3.4042 0.01 0.01 0.01 0.1150
H -2.6255 2.4476 4.9674 0.00 0.00 0.00 0.1183
H -0.5463 3.7385 4.6830 0.00 0.00 0.00 0.1206
H 1.5648 4.1324 3.3452 0.00 0.00 0.00 0.1323
H 3.0104 3.4724 1.4334 0.00 0.00 0.00 0.1185
H 2.2524 1.6428 -0.0762 0.01 0.01 0.02 0.1035
H -5.8175 -1.3964 0.8883 0.00 0.00 0.00 0.1222
H -7.7013 0.0241 0.1346 0.00 0.00 0.00 0.1135
H -7.2745 2.3345 -0.6274 0.00 0.00 0.00 0.1114
H -4.9745 3.2299 -0.6511 0.00 0.00 0.00 0.1103
H -3.0858 1.8055 0.0728 0.00 0.00 -0.01 0.1047
C -0.0753 -4.5601 1.3222 0.02 0.04 0.01 -0.0130
C 0.8662 -5.1292 0.4793 0.00 -0.02 -0.01 -0.0145
C 1.5044 -4.3496 -0.4717 0.02 -0.01 0.04 0.0204
C 1.1814 -3.0083 -0.5729 0.16 0.13 0.09 -0.1941
N 0.2440 -2.4833 0.2472 -0.45 -0.01 -0.80 -0.0120
C -0.3722 -3.2202 1.1730 -0.06 -0.04 -0.01 -0.0776
C 1.7877 -2.0308 -1.4882 -0.10 -0.07 -0.08 -0.1823
C 2.7112 -2.3439 -2.4772 0.00 -0.02 -0.03 -0.0087
C 3.1631 -1.3580 -3.3428 -0.02 0.00 0.01 -0.0533
C 2.6889 -0.0595 -3.2351 0.00 0.01 0.04 -0.0565
C 1.7701 0.2708 -2.2406 0.16 0.02 0.04 -0.1096
C 1.3403 -0.7096 -1.3702 0.02 -0.09 -0.02 -0.2270
H -0.5889 -5.1396 2.0746 0.00 0.01 0.01 0.1230
H 1.1071 -6.1802 0.5641 0.00 0.00 0.00 0.1240
H 2.2507 -4.7770 -1.1248 0.00 0.01 0.00 0.1187
H -1.1172 -2.7261 1.7801 0.01 -0.04 0.00 0.1002
H 3.0669 -3.3594 -2.5937 0.01 0.01 0.00 0.1151
H 3.8766 -1.6096 -4.1150 0.01 0.00 0.00 0.1152
H 3.0313 0.7023 -3.9225 0.00 0.00 -0.01 0.1147
H 1.4102 1.2899 -2.1542 -0.04 -0.02 -0.06 0.1021

---

Record 3
54
Properties=species:S:1:pos:R:3:forces:R:3:lowdin_charge:R:1 method="wB97M-V/def2-TZVPD" homo_lumo_gap_ha=0.2899 total_energy_ev=-53414.721 relative_energy_kcal_mol=5.0 total_charge=+1 multiplicity=1
Tl -0.8666 1.8511 2.4960 0.16 -0.01 0.12 0.6012
I -3.3186 1.0137 0.6406 -0.39 -0.47 -0.86 0.9247
C -3.1029 -0.0603 -1.2413 -0.43 0.15 0.61 -0.5137
C -4.3041 -0.5874 -1.6437 0.25 0.31 0.49 -0.1654
C -4.4510 -1.1668 -2.9060 0.11 -0.08 -0.35 -0.0593
C -3.3918 -1.1707 -3.7628 -0.23 -0.02 0.16 -0.0169
C -2.1326 -0.6792 -3.3589 0.02 0.09 0.19 -0.1482
C -1.0622 -0.7389 -4.2763 0.23 0.07 0.09 -0.0082
C 0.1886 -0.3165 -3.9289 -0.21 -0.14 -0.23 -0.0407
C 0.4059 0.1518 -2.6357 -0.26 0.07 0.35 -0.0851
C -0.6045 0.2392 -1.6993 0.21 0.02 0.13 -0.2852
P 0.0021 0.8269 -0.0634 0.60 0.17 -0.68 0.8898
C 1.4369 -0.2569 0.2407 -0.25 0.09 0.20 -0.3876
C 2.4154 0.2057 1.1196 -0.11 0.02 -0.07 -0.1121
C 3.4224 -0.6375 1.5480 0.11 -0.03 0.16 -0.0633
C 3.4425 -1.9622 1.1360 0.00 0.02 -0.03 -0.0654
C 2.4540 -2.4355 0.2901 0.02 -0.07 0.02 -0.0691
C 1.4524 -1.5902 -0.1558 0.00 0.13 -0.12 -0.1004
C 0.6984 2.4332 -0.6027 -0.19 -0.06 0.33 -0.3920
C 2.0124 2.6631 -0.9884 -0.03 -0.02 0.08 -0.0907
C 2.4066 3.9362 -1.3638 0.06 0.03 -0.02 -0.0598
C 1.4983 4.9829 -1.3617 0.06 0.03 -0.07 -0.0650
C 0.1839 4.7580 -0.9878 -0.03 0.11 -0.02 -0.0658
C -0.2120 3.4912 -0.6017 0.06 -0.06 0.01 -0.1361
C -1.9345 -0.1370 -2.0397 0.15 -0.11 -0.31 -0.1842
H -5.1600 -0.5295 -0.9901 -0.09 0.03 0.05 0.0836
H -5.4095 -1.5679 -3.1955 -0.07 -0.02 -0.05 0.1158
H -3.5015 -1.5548 -4.7656 0.04 -0.07 -0.09 0.1214
H -1.2511 -1.1360 -5.2627 -0.05 -0.04 -0.08 0.1217
H 1.0098 -0.3598 -4.6264 0.05 -0.02 -0.11 0.1157
H 1.4061 0.4453 -2.3511 0.05 0.00 -0.04 0.1033
H 2.3831 1.2342 1.4599 0.09 0.04 0.05 0.1036
H 4.1833 -0.2709 2.2219 0.06 0.04 0.01 0.1113
H 4.2258 -2.6227 1.4754 0.06 -0.05 0.04 0.1092
H 2.4512 -3.4731 -0.0092 0.03 -0.07 -0.07 0.1114
H 0.6795 -1.9693 -0.8117 -0.01 -0.02 -0.04 0.1128
H 2.7317 1.8571 -0.9827 0.08 -0.06 -0.01 0.1042
H 3.4308 4.1100 -1.6558 0.10 0.03 -0.04 0.1110
H 1.8154 5.9718 -1.6585 0.02 0.06 0.00 0.1109
H -0.5289 5.5695 -0.9911 -0.05 0.05 0.00 0.1123
H -1.2436 3.3189 -0.3169 -0.07 -0.01 0.02 0.0608
N -0.0804 -0.0800 5.2129 0.04 0.44 0.35 0.1245
C -0.2424 -1.0625 4.2817 0.00 -0.36 -0.39 -0.3929
C 0.1271 -2.3856 4.5667 -0.03 0.04 -0.12 -0.0061
C -0.0037 -3.3417 3.5870 -0.05 0.28 -0.03 -0.0409
C -0.4985 -2.9651 2.3396 -0.03 -0.08 0.06 -0.0617
C -0.8394 -1.6495 2.1479 -0.12 -0.20 -0.10 -0.1851
N -0.7167 -0.7027 3.0814 0.06 0.09 0.37 -0.0090
H 0.1872 -0.3648 6.1408 -0.08 0.05 -0.02 0.1065
H -0.7001 0.7153 5.1762 0.08 -0.15 0.07 0.0510
H 0.4979 -2.6328 5.5479 0.05 -0.05 0.13 0.1146
H 0.2629 -4.3684 3.7854 0.05 -0.08 0.03 0.1167
H -0.6159 -3.6789 1.5422 -0.03 -0.07 -0.10 0.1108
H -1.2392 -1.3201 1.1973 -0.05 -0.02 -0.04 0.0612

---

Question: Look up the multiplicity of the second one.
Answer: 1